(1)
Computed, not measured: C14H19Br4NO2S2Ti as an isolated structure in a non-equilibrium geometry, with the ωB97M-V functional and the def2-TZVPD basis.

Positions of all 43 atoms, in Å:
Ti 0.10635 -0.27619 -0.21197
S -0.40408 0.55942 -2.53718
S 0.75070 -2.00383 1.53003
C -1.27757 2.20575 -2.35179
C -1.88878 -0.52734 -2.78730
C -2.46630 -1.17291 -1.54703
N -1.36644 -1.72563 -0.71696
C -1.82675 -2.55478 0.42296
C -0.63213 -3.16965 1.11932
H -1.55233 -1.28821 -3.50411
H -2.62020 0.10905 -3.29982
H -3.09694 -2.03272 -1.80421
H -3.07857 -0.48314 -0.94476
H -2.46365 -3.33100 -0.02016
H -2.45447 -1.95306 1.09723
H -0.17480 -3.95604 0.50589
H -0.90766 -3.61599 2.08307
C 0.11208 -1.37495 3.17738
H -0.87508 -2.40142 -1.34711
H -0.91586 -0.99350 3.11171
H 0.78834 -0.56900 3.48802
H 0.17559 -2.20570 3.89060
H -0.52741 2.92777 -2.00758
H -2.10825 2.15721 -1.63574
H -1.63731 2.49265 -3.34833
C 2.59055 -1.04075 -1.43233
C 1.76169 -2.02463 -1.87995
H 3.23521 -1.19418 -0.56210
H 2.83496 -0.17716 -2.05448
H 1.76958 -3.01726 -1.40130
H 1.33002 -1.97116 -2.89134
Br 3.97359 4.81678 2.03913
C 2.47441 3.71155 1.73118
C 1.17456 3.99162 2.27481
Br 0.90177 5.52041 3.35134
C 0.07693 3.13384 2.01788
Br -1.71228 3.36881 2.67050
C 0.28561 2.00136 1.21923
O -0.64055 1.09334 0.88329
C 1.58800 1.74841 0.69397
O 1.72285 0.65629 -0.05550
C 2.67773 2.57530 0.93192
Br 4.29688 1.99064 0.10157

The calculation puts the HOMO-LUMO gap (spin up / spin down) at 7.10 / 7.50 eV. As for the net charge: +1. The calculation puts the HOMO energy (spin up / spin down) at -0.3789 / -0.3817 Ha. For the electronic energy, the calculation gives -12691.82074 hartree. For the LUMO energy (spin up / spin down), the calculation gives -3.2 / -2.9 eV. As for the spin multiplicity: 2.

These are the Mulliken partial charges, in e, on atoms 1 to 6: number 1, Ti, carries 0.096; number 2, S, carries 0.021; number 3, S, carries 0.018; number 4, C, carries -1.035; number 5, C, carries -0.745; number 6, C, carries -0.651

=====

(2)
Computed, not measured: a 9-piece molecular cluster, C14H19Cl12N5 overall in a non-equilibrium geometry, with the ωB97M-V functional and the def2-TZVPD basis.

Positions of all 50 atoms, in Å:
Cl 1.73753 2.40598 0.09900
C 2.75165 3.40673 1.19174
Cl 3.93075 4.33862 0.21338
Cl 3.57333 2.34301 2.40942
H 2.02218 4.07926 1.64306
Cl 0.28582 5.13663 -4.58515
C 0.65983 4.07263 -3.17054
Cl 2.29646 3.48170 -3.19985
Cl -0.53994 2.73226 -3.03373
H 0.53032 4.74541 -2.32279
Cl 0.23052 -5.38972 0.51127
C 1.30025 -4.05651 1.16857
Cl 2.96011 -4.07411 0.44730
Cl 1.27313 -3.92888 2.97123
H 0.89847 -3.11499 0.79412
Cl -4.37557 -4.27240 1.71817
C -3.27270 -3.08613 2.42725
Cl -1.95509 -3.92479 3.29605
Cl -4.28596 -2.10341 3.56006
H -2.82271 -2.54163 1.59712
C 4.23094 0.10513 -0.75764
C 3.20930 -0.37325 0.17757
N 2.33663 -0.73930 0.85429
H 4.35148 1.18677 -0.69755
H 4.18337 -0.20416 -1.80175
H 5.17783 -0.35108 -0.46887
C 1.37198 0.18839 3.60062
C 0.68074 -0.54715 4.64922
N 0.09984 -1.16021 5.48969
H 0.81138 0.03215 2.67899
H 2.43522 -0.05123 3.61508
H 1.23691 1.26501 3.70420
C -4.99703 0.48116 1.43700
C -5.95734 0.33805 0.34802
N -6.71761 0.27216 -0.48448
H -4.47854 -0.47755 1.44961
H -5.56590 0.61564 2.35699
H -4.23988 1.25780 1.32898
C -0.80637 0.00063 -5.67224
C 0.26061 -0.17470 -4.64183
N 1.04605 -0.31716 -3.81961
H -1.12077 1.01673 -5.43394
H -1.65895 -0.62429 -5.40639
H -0.44714 -0.07574 -6.69851
C -0.14066 -0.38351 -1.00296
C -1.01925 -0.24356 0.22611
N -1.67055 -0.12588 1.16092
H 0.06555 -1.43151 -1.22038
H 0.77897 0.18522 -0.86535
H -0.65517 0.08580 -1.84148

The calculation puts the HOMO-LUMO gap at 10.50 eV. The calculation puts the HOMO energy at -0.3907 Ha. For the electronic energy, the calculation gives -6340.84056 hartree. For the LUMO energy, the calculation gives -0.1 eV. As for the energy above the lowest of the compared OMol25 structures with the same formula, charge and spin: 0.0 kJ/mol. Its SMILES is ClC(Cl)Cl.ClC(Cl)Cl.ClC(Cl)Cl.ClC(Cl)Cl.CC#N.CC#N.CC#N.CC#N.CC#N.

These are the Mulliken partial charges, in e, on atoms 1 to 6: number 1, Cl, carries 0.048; number 2, C, carries -0.267; number 3, Cl, carries -0.107; number 4, Cl, carries -0.098; number 5, H, carries 0.435; number 6, Cl, carries -0.142

=====

(3)
Computed, not measured: one molecule with the formula C14H19ClN2O3S in a non-equilibrium geometry, with the ωB97M-V functional and the def2-TZVPD basis.

Positions of all 40 atoms, in Å:
O -1.09469 -2.11413 0.53579
C -1.96495 -2.47278 -0.22757
C -2.54122 -3.88067 -0.06886
Cl -3.66657 -4.39684 -1.34559
N -2.50250 -1.74023 -1.22478
C -2.16589 -0.43893 -1.61323
C -2.64204 0.03723 -2.83387
C -2.31098 1.30965 -3.26350
C -1.49655 2.12037 -2.48688
C -1.04371 1.64548 -1.27229
S -0.00454 2.69741 -0.23536
O -0.84662 3.35719 0.72022
O 0.77721 3.50520 -1.12724
N 0.98921 1.66741 0.56671
C 1.96658 0.98225 -0.24964
C 2.20650 -0.48050 0.12245
C 3.15345 -0.64441 1.31155
C 2.51807 -0.33263 2.66369
C 1.95184 1.08180 2.77326
C 0.69599 1.27347 1.92242
C -1.37538 0.38677 -0.82083
H -1.71397 -4.59149 -0.04207
H -3.07464 -3.92808 0.88253
H -3.18496 -2.21242 -1.80965
H -3.26834 -0.59564 -3.44635
H -2.68377 1.66711 -4.21109
H -1.20197 3.10695 -2.80475
H 2.92016 1.52599 -0.20641
H 1.60401 1.05018 -1.27979
H 2.66109 -0.96253 -0.74602
H 1.26072 -0.98514 0.32161
H 4.02299 0.00033 1.16214
H 3.51018 -1.67706 1.33393
H 3.27482 -0.47212 3.43964
H 1.71476 -1.04836 2.85388
H 2.70212 1.81704 2.48153
H 1.68725 1.26806 3.81589
H 0.08183 2.08363 2.31867
H 0.10412 0.34738 1.95734
H -1.01960 0.04304 0.13252

The calculation puts the HOMO-LUMO gap at 9.67 eV. The calculation puts the HOMO energy at -0.3373 Ha. For the electronic energy, the calculation gives -1738.50559 hartree. For the LUMO energy, the calculation gives 0.5 eV. As for the energy above the lowest of the compared OMol25 structures with the same formula, charge and spin: 0.0 kJ/mol. Its SMILES is O=C(CCl)Nc1cccc(S(=O)(=O)N2CCCCCC2)c1.

These are the Mulliken partial charges, in e, on atoms 1 to 6: number 1, O, carries -0.604; number 2, C, carries 0.545; number 3, C, carries -0.434; number 4, Cl, carries -0.257; number 5, N, carries -0.046; number 6, C, carries 0.014

=====

(4)
Computed, not measured: C14H19F9KO8 as an isolated structure in a non-equilibrium geometry, with the ωB97M-V functional and the def2-TZVPD basis.

Positions of all 51 atoms, in Å:
K 0.30961 -0.96208 0.49723
O 0.65293 -3.62078 -0.01775
C 0.52721 -4.82329 -0.64059
C 0.09534 -6.03770 0.21202
O -1.02655 -5.90952 0.92914
H 1.49810 -5.12890 -1.14134
H -0.22803 -4.78573 -1.47588
H 0.99305 -6.26935 0.86276
H 0.03204 -6.87123 -0.54908
C 1.78112 -2.42159 -4.33159
C 0.62217 -2.45490 -3.34575
O -0.50218 -1.71439 -3.90272
C -1.26245 -1.04145 -3.09602
O -1.19732 -0.96387 -1.90826
C -2.31655 -0.24336 -3.88373
F -3.47410 -0.93841 -3.90952
F -2.55419 0.92536 -3.27792
F -1.95917 0.01030 -5.13643
H 2.70724 -2.66878 -3.81171
H 1.92357 -1.46829 -4.84473
H 1.65196 -3.18293 -5.10715
H 0.90189 -2.06790 -2.36625
H 0.31123 -3.48041 -3.16656
C -1.01601 0.60028 4.57699
C 0.47879 0.45800 4.72932
O 1.18336 1.69030 4.43260
C 1.42019 1.92514 3.17036
O 1.10722 1.22747 2.24821
C 2.09284 3.29934 2.95468
F 1.13237 4.20324 2.69564
F 2.77047 3.72085 4.01593
F 2.90920 3.26316 1.90706
H -1.46126 -0.39590 4.57261
H -1.30308 1.04332 3.61975
H -1.44343 1.20930 5.36995
H 0.89345 -0.36468 4.14952
H 0.73097 0.25124 5.76818
C -2.31062 3.53414 1.50153
C -1.64500 2.59629 0.52170
O -0.63421 3.35851 -0.16824
C 0.23880 2.65386 -0.84144
O 0.25695 1.47021 -0.94852
C 1.26899 3.55015 -1.55843
F 1.05277 4.84346 -1.32559
F 2.50210 3.24332 -1.12797
F 1.21719 3.34676 -2.87088
H -1.55812 3.99028 2.14764
H -3.07895 3.02524 2.07478
H -2.77704 4.36311 0.96198
H -2.35484 2.23176 -0.21939
H -1.16005 1.78107 1.05381

The calculation puts the HOMO-LUMO gap at 2.41 eV. As for the net charge: -1. The calculation puts the HOMO energy at -0.0282 Ha. For the electronic energy, the calculation gives -2645.49433 hartree. For the LUMO energy, the calculation gives 1.6 eV. As for the energy above the lowest of the compared OMol25 structures with the same formula, charge and spin: 48.8 kJ/mol.

These are the Mulliken partial charges, in e, on atoms 1 to 6: number 1, K, carries 1.009; number 2, O, carries -0.559; number 3, C, carries -0.363; number 4, C, carries -0.602; number 5, O, carries -0.932; number 6, H, carries 0.199

=====

(5)
Computed, not measured: a 4-piece molecular cluster, C14H19F9O10S overall in a non-equilibrium geometry, with the ωB97M-V functional and the def2-TZVPD basis.

Positions of all 53 atoms, in Å:
C -23.15157 -8.50515 10.51207
C -24.35711 -9.42595 10.71039
O -24.71654 -9.93754 9.43128
C -25.69634 -10.79884 9.34532
O -26.32084 -11.21980 10.27029
C -26.08812 -11.15732 7.90929
F -25.19770 -10.77683 7.00742
F -26.15511 -12.49223 7.84932
F -27.26706 -10.65579 7.59869
H -22.87618 -8.05156 11.46181
H -23.48631 -7.69949 9.84905
H -22.28175 -8.90297 9.99367
H -25.17351 -8.86312 11.15761
H -23.99688 -10.14948 11.44571
C -28.90625 -9.89132 10.92119
C -29.55001 -8.54237 10.73998
O -28.66432 -7.66116 10.04796
C -27.77932 -6.92549 10.67166
O -27.45072 -7.01607 11.81569
C -27.02629 -5.95002 9.71965
F -27.51861 -5.95897 8.48344
F -27.11605 -4.70534 10.20946
F -25.73337 -6.29681 9.70205
H -28.48310 -10.28580 10.00342
H -29.62202 -10.61920 11.30253
H -28.06452 -9.76587 11.60546
H -29.93906 -8.15497 11.68308
H -30.44199 -8.61721 10.11579
C -32.12904 -9.41928 15.86290
C -31.62700 -10.67737 15.16571
O -32.55893 -11.17081 14.19318
C -32.50146 -10.59188 12.99428
O -31.99834 -9.53906 12.75075
C -33.40174 -11.26109 11.96223
F -32.61776 -11.79999 11.00559
F -34.21204 -12.17721 12.47066
F -34.16325 -10.33916 11.34618
H -32.30123 -8.60088 15.16249
H -31.45094 -9.04050 16.62305
H -33.12347 -9.62447 16.26491
H -31.56582 -11.51579 15.86150
H -30.59761 -10.53008 14.83230
O -26.61583 -15.06186 15.72630
S -26.81256 -13.65231 15.89354
O -26.53003 -13.06218 17.16142
O -26.05670 -12.77620 14.72158
C -26.93964 -12.38708 13.67750
C -28.33174 -12.96820 14.01818
O -28.27781 -13.17420 15.42732
H -27.00057 -11.29992 13.75804
H -26.54406 -12.71935 12.72174
H -28.50080 -13.95070 13.57060
H -29.16651 -12.31436 13.79091

The calculation puts the HOMO-LUMO gap at 11.57 eV. The calculation puts the HOMO energy at -0.4167 Ha. For the electronic energy, the calculation gives -2594.25704 hartree. For the LUMO energy, the calculation gives 0.2 eV. As for the energy above the lowest of the compared OMol25 structures with the same formula, charge and spin: 39.7 kJ/mol. Its SMILES is CCOC(=O)C(F)(F)F.CCOC(=O)C(F)(F)F.CCOC(=O)C(F)(F)F.O=S1(=O)OCCO1.

These are the Mulliken partial charges, in e, on atoms 1 to 6: number 1, C, carries -1.404; number 2, C, carries 0.149; number 3, O, carries -0.228; number 4, C, carries 0.367; number 5, O, carries -0.530; number 6, C, carries 0.898

=====

(6)
Computed, not measured: C14H19N3O4 as an isolated structure in a non-equilibrium geometry, with the ωB97M-V functional and the def2-TZVPD basis.

Positions of all 40 atoms, in Å:
C -7.02759 -0.24228 -0.13323
C -5.44519 -0.21131 -0.16187
C -4.54610 0.91736 -0.09825
C -3.38325 0.15239 -0.07372
N -3.56988 -1.29384 -0.27550
O -4.97643 -1.44945 -0.13925
C -2.25085 0.81374 0.16214
O -2.19787 2.15400 -0.39451
N -1.07873 0.33416 0.26890
C -0.79277 -1.14591 0.60546
H -1.84795 -1.41782 0.61292
C -0.00528 -1.58880 -0.55501
N 1.36882 -1.12773 -0.59097
C 2.51499 -1.49515 -0.13326
O 2.50290 -2.78176 -0.00496
C 3.73354 -0.83030 -0.01674
C 4.00358 -0.12244 1.20343
H 2.96469 0.18296 1.69510
C 4.73698 1.44312 0.59730
H 5.50085 1.62863 1.34060
C 4.90595 1.02061 -0.89852
H 4.77411 1.98689 -1.31100
H 5.94529 0.68802 -0.83787
O 3.90712 0.15113 -1.04773
H 3.93935 2.34685 0.48635
H 4.66810 -0.47052 1.86116
H 4.61130 -1.74273 -0.18400
C 1.18417 0.62297 -0.76309
H 2.01761 0.94954 -0.63976
C 0.25429 1.00837 0.41183
H 0.00239 2.20216 0.06930
H 0.65909 0.95079 1.20144
H 0.70017 0.61492 -1.69098
H 0.30670 -2.85502 -0.25218
H -0.41392 -1.68136 -1.43033
H -0.32308 -1.01270 1.63765
H -4.85822 1.88539 -0.20283
H -7.47621 -0.73258 0.92524
H -7.49109 0.81216 -0.23868
H -7.51759 -0.66448 -1.00460

The calculation puts the HOMO-LUMO gap at 8.37 eV. The calculation puts the HOMO energy at -0.3283 Ha. For the electronic energy, the calculation gives -1009.58521 hartree. For the LUMO energy, the calculation gives -0.6 eV. As for the energy above the lowest of the compared OMol25 structures with the same formula, charge and spin: 1591.6 kJ/mol.

These are the Mulliken partial charges, in e, on atoms 1 to 6: number 1, C, carries -1.067; number 2, C, carries 0.568; number 3, C, carries -0.898; number 4, C, carries 0.424; number 5, N, carries -0.415; number 6, O, carries -0.234